11
Properties=species:S:1:pos:R:3 method="wB97M-V/def2-TZVPD" spin_multiplicity=1 largest_force_ev_per_a=1.1 e_above_lowest_kj_mol=62.4 smiles="N#CCCC=O"
N 3.11 -0.40 -0.31
C 2.05 -0.05 0.00
C 0.72 0.43 0.38
C -0.41 -0.56 0.05
C -1.66 0.16 -0.41
O -1.74 1.35 -0.57
H 0.73 0.66 1.45
H 0.52 1.37 -0.15
H -0.12 -1.26 -0.74
H -0.67 -1.19 0.91
H -2.53 -0.50 -0.62

13
Properties=species:S:1:pos:R:3 method="wB97M-V/def2-TZVPD" spin_multiplicity=1 largest_force_ev_per_a=4.5 e_above_lowest_kj_mol=396.7 smiles="C=C1OCC(=S)N1O"
C 2.10 -0.65 0.06
C 1.01 0.01 -0.17
O 0.73 1.32 -0.30
C -0.65 1.55 0.00
C -1.35 0.17 -0.10
S -2.99 -0.20 -0.06
N -0.28 -0.58 -0.26
O -0.32 -1.97 -0.24
H 2.97 -0.09 0.24
H 2.01 -1.73 0.34
H -1.16 2.30 -0.76
H -0.73 1.99 0.99
H -1.34 -2.12 0.25

75
Properties=species:S:1:pos:R:3 method="wB97M-V/def2-TZVPD" spin_multiplicity=1 largest_force_ev_per_a=0.7
Rb 0.74 -0.57 1.08
C 3.39 2.33 -2.00
C 2.90 1.09 -1.55
N 2.48 1.17 -0.29
N 2.68 2.44 0.10
C 3.22 3.16 -0.91
B 2.29 3.00 1.50
N 0.75 3.21 1.61
C 0.13 4.41 1.65
C -1.23 4.19 1.76
C -1.34 2.79 1.78
N -0.14 2.21 1.69
N 2.79 2.08 2.62
C 3.60 2.43 3.65
C 3.79 1.32 4.45
C 3.03 0.32 3.81
N 2.43 0.78 2.72
H 3.79 2.58 -2.96
H 2.85 0.15 -2.08
H 3.45 4.21 -0.78
H 2.81 4.08 1.62
H 0.69 5.33 1.61
H -2.01 4.92 1.82
H -2.23 2.18 1.86
H 3.98 3.43 3.73
H 4.38 1.24 5.34
H 2.90 -0.72 4.09
C 0.06 -3.23 4.80
C -0.02 -3.13 3.29
O 0.96 -2.88 2.60
N -1.25 -3.36 2.76
C -1.52 -3.41 1.33
C -2.69 -2.54 0.95
C -3.99 -3.03 0.98
C -5.04 -2.18 0.65
C -4.75 -0.88 0.28
C -3.42 -0.47 0.26
N -2.41 -1.28 0.60
H 0.97 -2.75 5.14
H 0.08 -4.28 5.08
H -0.81 -2.76 5.27
H -2.02 -3.52 3.39
H -1.70 -4.44 1.02
H -0.64 -3.04 0.81
H -4.18 -4.06 1.25
H -6.06 -2.54 0.66
H -5.53 -0.19 0.00
H -3.14 0.53 -0.05
N -0.56 1.40 -1.49
C -0.68 2.42 -2.43
C -0.95 2.13 -3.77
C -1.11 3.15 -4.70
C -0.99 4.48 -4.31
C -0.72 4.77 -2.98
C -0.56 3.76 -2.05
H -0.21 0.53 -1.86
H -0.07 1.66 -0.65
H -1.05 1.10 -4.08
H -1.31 2.91 -5.73
H -1.11 5.28 -5.03
H -0.62 5.80 -2.66
H -0.35 3.99 -1.01
N 0.03 -5.79 -3.99
C 0.27 -4.70 -3.19
C 1.01 -4.81 -2.01
C 1.20 -3.68 -1.23
N 0.72 -2.47 -1.53
C 0.01 -2.38 -2.66
C -0.24 -3.44 -3.51
H 0.59 -6.61 -3.86
H -0.32 -5.64 -4.91
H 1.42 -5.76 -1.71
H 1.77 -3.76 -0.31
H -0.38 -1.40 -2.91
H -0.82 -3.29 -4.41

Sequential E_tot output: -285.390837 -758.729013 -1813.432788 a.u.
Sequential HOMO output: -10.60 -8.90 -7.43 eV